Computed, not measured: 3 unconnected molecules or ions with the total composition C5H14O4, with ωB97M-V with the def2-TZVPD basis set.

The calculation puts the gap between HOMO and LUMO at 10.46 eV. As for the multiplicity: 1. The HOMO energy comes out at -9.896 eV. The charge is 0. Its LUMO energy is 0.5680 eV. The calculation puts the relative energy (zero: lowest compared OMol25 entry of this formula, charge and spin) at 27.74 kcal per mole. As for the total energy: -499.8514 a.u.

Bonds (Å) are listed after each position.
Positions of all 23 atoms, in Å:
1 O -2.955 -2.398 0.091  C2 1.208
2 C -2.235 -2.327 1.058  O1 1.208, C3 1.506, H8 1.108
3 C -1.639 -1.037 1.556  C2 1.506, C4 1.573, H9 1.086, H10 1.093
4 C -0.261 -0.740 0.858  C3 1.573, C5 1.520, H11 1.088, H12 1.090
5 C -0.287 -0.758 -0.662  C4 1.520, C6 1.519, H13 1.092, H14 1.098
6 C -0.707 0.566 -1.277  C5 1.519, O7 1.424, H15 1.073, H16 1.095
7 O 0.312 1.560 -1.210  C6 1.424, H17 0.966
8 H -1.954 -3.239 1.621  C2 1.108
9 H -2.356 -0.256 1.320  C3 1.086
10 H -1.395 -1.147 2.616  C3 1.093
11 H 0.004 0.262 1.189  C4 1.088
12 H 0.439 -1.453 1.292  C4 1.090
13 H 0.682 -1.067 -1.060  C5 1.092
14 H -0.954 -1.531 -1.066  C5 1.098
15 H -0.898 0.437 -2.325  C6 1.073
16 H -1.633 0.923 -0.814  C6 1.095
17 H 0.472 1.936 -0.334  O7 0.966
18 O 3.028 1.282 -1.762  H19 0.971, H20 0.975
19 H 2.862 1.666 -2.638  O18 0.971
20 H 2.128 1.149 -1.411  O18 0.975
21 O 2.134 2.183 0.915  H22 0.965, H23 0.955
22 H 2.815 2.044 0.245  O21 0.965
23 H 2.397 1.941 1.801  O21 0.955

Here are the Löwdin charges for atoms 1 to 5, given in e: 0.04 -0.28 -0.15 -0.18 -0.19